Record 1
20
Properties=species:S:1:pos:R:3:nbo_charge:R:1 method="wB97M-V/def2-TZVPD" multiplicity=1 e_homo_ev=-8.73 orbital_gap_ev=9.318 de_lowest_kcal_mol=31.1
O -3.330 0.883 0.761 -0.5177
C -2.461 1.328 0.167 0.6609
O -2.254 1.091 -1.143 -0.5542
C -1.666 -0.206 -1.393 -0.0653
C -0.136 -0.119 -1.522 -0.4243
C 0.481 -0.640 -0.207 -0.4040
C 1.956 -0.315 -0.079 -0.6901
P 2.635 -0.709 1.626 0.4104
S 1.047 -0.805 3.022 -0.3141
H -1.759 2.005 0.675 0.0993
H -1.906 -0.821 -0.528 0.1812
H -2.133 -0.687 -2.244 0.1976
H 0.148 0.911 -1.697 0.2158
H 0.170 -0.732 -2.365 0.2056
H -0.073 -0.154 0.585 0.2067
H 0.287 -1.707 -0.183 0.2102
H 2.555 -0.911 -0.759 0.2290
H 2.167 0.721 -0.329 0.2214
H 3.345 0.457 2.008 -0.0130
H 0.928 0.410 3.605 0.1447

Record 2
99
Properties=species:S:1:pos:R:3:mulliken_charge:R:1 method="wB97M-V/def2-TZVPD" multiplicity=1 e_homo_ev=-5.05 total_charge=-1 orbital_gap_ev=6.798
N 7.528 2.084 -0.465 -0.4484
C 7.081 0.735 -0.069 -0.8463
C 5.532 0.514 -0.303 0.5723
C 5.206 -0.974 -0.021 -0.7577
C 3.677 -1.327 0.034 0.2573
Nb 2.434 -0.190 1.554 -1.1095
C 0.504 -0.295 0.281 0.3723
O 0.380 -1.165 -0.527 -0.4835
N -0.637 0.689 0.370 0.6911
C -0.193 2.011 0.115 0.2835
O 0.195 2.732 0.918 -0.4551
F -0.272 2.499 -1.173 -0.2789
H 6.772 2.763 -0.441 0.0289
H 7.928 2.010 -1.396 0.2388
H 7.203 0.674 1.040 0.2329
H 7.660 -0.085 -0.534 0.4377
H 5.319 0.841 -1.344 0.2800
H 5.033 1.230 0.378 -0.1697
H 5.760 -1.346 0.870 0.3051
H 5.637 -1.555 -0.881 0.3052
H 3.621 -2.416 0.325 -0.4886
H 3.172 -1.260 -0.961 0.0956
H 2.828 1.361 0.631 0.2429
H 1.606 0.805 2.841 0.0476
H 2.068 -1.736 2.460 0.0506
H 3.990 0.102 2.468 0.0441
H -1.227 0.465 -0.449 -0.2542
Cl 3.472 -4.193 1.308 -0.1439
C 2.422 -5.489 1.931 -0.4494
C 1.311 -5.835 0.968 -0.6124
Cl 0.119 -4.522 0.819 -0.0510
H 2.032 -5.172 2.897 0.3132
H 3.055 -6.363 2.088 0.3102
H 0.773 -6.712 1.327 0.3403
H 1.699 -6.053 -0.026 0.2937
Cl -5.122 0.447 3.880 -0.2246
C -3.691 1.181 3.110 0.1897
C -2.533 0.217 3.035 0.0590
Cl -1.825 -0.146 4.622 -0.2093
H -3.432 2.088 3.655 0.3833
H -3.993 1.464 2.100 -0.2845
H -1.732 0.648 2.436 -0.2351
H -2.836 -0.723 2.575 0.2613
Cl -3.905 2.507 -0.597 -0.0511
C -5.334 3.569 -0.642 -0.5192
C -6.056 3.558 0.681 -0.5784
Cl -6.869 2.006 1.022 -0.1477
H -5.979 3.260 -1.463 0.3182
H -4.970 4.574 -0.857 0.2771
H -6.838 4.317 0.691 0.3833
H -5.366 3.767 1.497 0.3172
Cl 7.163 4.367 -2.891 -0.1847
C 5.824 5.525 -2.689 -0.4151
C 5.355 5.611 -1.256 -0.7145
Cl 4.548 4.121 -0.720 0.0049
H 5.017 5.228 -3.356 0.2967
H 6.196 6.497 -3.014 0.3354
H 4.629 6.419 -1.155 0.3906
H 6.183 5.809 -0.575 0.2832
Cl 6.747 4.292 1.783 -0.1429
C 5.628 4.889 3.033 -0.4210
C 5.237 3.803 4.005 -0.6074
Cl 4.213 2.565 3.239 -0.0598
H 4.756 5.312 2.537 0.2577
H 6.144 5.692 3.561 0.3537
H 4.660 4.231 4.825 0.3119
H 6.113 3.309 4.424 0.2894
Cl -2.476 -0.913 -1.027 -0.2250
C -1.515 -2.407 -0.852 -0.0600
C -0.634 -2.655 -2.047 0.4286
Cl -1.580 -3.064 -3.510 -0.2883
H -2.207 -3.230 -0.676 0.2160
H -0.897 -2.284 0.034 0.0367
H 0.026 -3.500 -1.850 0.2433
H -0.016 -1.786 -2.275 -0.5412
Cl -7.509 -4.544 -1.774 -0.2110
C -6.066 -3.632 -2.294 -0.4385
C -4.799 -4.441 -2.164 -0.0176
Cl -4.368 -4.743 -0.462 -0.2119
H -6.016 -2.716 -1.708 0.2655
H -6.224 -3.360 -3.338 0.3414
H -3.967 -3.894 -2.609 -0.1312
H -4.883 -5.403 -2.666 0.4022
Cl 1.681 -0.878 -3.466 -0.1727
C 0.860 0.670 -3.781 0.0170
C 0.465 0.822 -5.231 -0.5588
Cl 1.879 1.009 -6.301 -0.2139
H 1.519 1.473 -3.458 0.3836
H -0.033 0.687 -3.153 -0.0617
H -0.144 1.718 -5.353 0.3814
H -0.110 -0.034 -5.579 0.3089
Cl -12.639 -2.774 0.965 -0.1960
C -10.865 -2.849 1.127 -0.3911
C -10.370 -4.258 1.347 -0.3619
Cl -10.847 -4.898 2.940 -0.1923
H -10.572 -2.191 1.943 0.3253
H -10.446 -2.453 0.202 0.2751
H -9.281 -4.275 1.312 0.2346
H -10.747 -4.937 0.584 0.3016

Record 3
9
Properties=species:S:1:pos:R:3:nbo_charge:R:1 method="wB97M-V/def2-TZVPD" multiplicity=1 e_homo_ev=-10.80 orbital_gap_ev=9.729 de_lowest_kcal_mol=42.3
N -2.885 -1.407 -0.366 -0.2778
C -2.241 -0.508 -0.189 0.2330
C -1.336 0.786 -0.192 0.0065
C 0.022 0.517 -0.670 -0.1163
N 0.876 1.621 -1.050 -0.0130
N 1.164 1.032 0.000 -0.0279
N -1.545 1.828 0.745 -0.0278
N -1.953 2.127 -0.399 0.0196
H 0.029 -0.195 -1.445 0.2037

Record 4
12
Properties=species:S:1:pos:R:3:nbo_charge:R:1 method="wB97M-V/def2-TZVPD" multiplicity=1 e_homo_ev=-9.09 orbital_gap_ev=9.855 de_lowest_kcal_mol=51.7
C -1.505 -2.047 -0.425 -0.2676
O -0.880 -0.813 -0.494 -0.5280
C 0.068 -0.542 0.521 0.4024
N 0.635 0.592 0.595 -0.6238
S 0.569 1.807 -0.576 0.4193
C 1.743 2.914 0.074 0.2078
O 2.351 2.641 1.055 -0.5012
H -1.870 -2.129 -1.557 0.2098
H -2.414 -1.915 0.260 0.1810
H -0.883 -2.904 -0.076 0.1824
H 0.349 -1.444 1.084 0.1761
H 1.837 3.842 -0.460 0.1418

Record 5
65
Properties=species:S:1:pos:R:3:nbo_charge:R:1 method="wB97M-V/def2-TZVPD" multiplicity=2 e_homo_ev="-6.94 / -6.94" orbital_gap_ev="6.607 / 6.549" de_lowest_kcal_mol=0.0
Ti 0.931 -0.899 -0.148 1.2419
C 3.174 -2.236 1.750 -0.2301
C 3.933 -1.585 0.600 -0.2285
N 3.196 -0.421 0.083 -0.6741
C 3.433 0.805 0.854 -0.2190
C 2.564 0.865 2.111 -0.2262
N 1.255 0.200 1.940 -0.6954
C 0.875 -0.689 3.055 -0.2285
C 0.874 -2.164 2.617 -0.2253
N 1.736 -2.329 1.446 -0.6790
H 3.595 -3.222 1.959 0.2142
H 3.293 -1.652 2.663 0.1896
H 4.933 -1.295 0.942 0.1890
H 4.046 -2.300 -0.210 0.2429
H 3.455 -0.235 -0.884 0.4366
H 4.487 0.881 1.146 0.1901
H 3.221 1.646 0.204 0.2210
H 3.088 0.396 2.943 0.1915
H 2.418 1.911 2.393 0.2126
H 0.549 0.928 1.827 0.4464
H 1.555 -0.537 3.896 0.1932
H -0.120 -0.421 3.413 0.2136
H 1.180 -2.806 3.451 0.1923
H -0.124 -2.472 2.309 0.2282
H 1.520 -3.211 0.992 0.4353
S 0.237 -4.848 -2.634 -0.0892
C 0.537 -3.568 -1.659 -0.4956
S -0.556 -2.957 -0.446 -0.2418
S 1.985 -2.600 -1.700 -0.2598
N -1.086 -0.373 0.679 -0.4141
C -2.094 -0.109 1.156 0.4137
C -3.360 0.264 1.708 -0.1328
C -3.565 1.599 2.057 -0.1714
C -4.790 1.969 2.583 -0.2130
C -5.790 1.020 2.755 -0.1612
C -5.576 -0.307 2.403 -0.2130
C -4.357 -0.696 1.875 -0.1719
H -2.766 2.314 1.904 0.2561
H -4.968 3.000 2.858 0.2257
H -6.746 1.317 3.166 0.2212
H -6.361 -1.039 2.538 0.2273
H -4.171 -1.723 1.591 0.2372
O 2.545 1.203 -2.251 -0.6282
C 1.637 1.814 -1.709 0.6972
C 1.169 3.195 -2.135 -0.5070
C 0.191 3.588 -1.039 -0.5120
C 0.181 2.375 -0.119 0.6956
O -0.413 2.363 0.958 -0.6728
N 0.934 1.354 -0.621 -0.7595
H 0.713 3.109 -3.122 0.2389
H 2.029 3.858 -2.231 0.2364
H -0.825 3.762 -1.393 0.2360
H 0.491 4.466 -0.468 0.2344
N -2.822 0.207 -6.977 -0.2806
C -2.272 0.029 -5.985 0.2692
C -1.587 -0.175 -4.735 -0.1121
C -0.205 -0.281 -4.693 -0.2037
C 0.407 -0.464 -3.463 0.0751
N -0.267 -0.537 -2.312 -0.4551
C -1.599 -0.454 -2.374 0.0776
C -2.302 -0.268 -3.548 -0.2110
H 0.389 -0.231 -5.593 0.2388
H 1.478 -0.561 -3.397 0.2477
H -2.131 -0.562 -1.442 0.2117
H -3.381 -0.210 -3.537 0.2336

Record 6
66
Properties=species:S:1:pos:R:3:nbo_charge:R:1 method="wB97M-V/def2-TZVPD" multiplicity=1 e_homo_ev=-6.10 total_charge=-1 orbital_gap_ev=7.958 de_lowest_kcal_mol=9.4
Pb 0.654 0.877 -0.656 1.5988
O 1.320 -2.770 -0.155 -0.2613
C 0.194 -3.447 -0.479 0.3623
C -0.269 -3.709 -1.756 -0.2754
C -1.429 -4.456 -1.845 -0.1836
C -2.100 -4.915 -0.702 -0.2326
C -1.643 -4.615 0.563 -0.1425
C -0.479 -3.857 0.668 -0.1612
C 0.297 -3.345 1.741 0.0586
N 1.327 -2.711 1.244 0.2262
N 2.323 -2.167 1.895 -0.4366
C 3.047 -1.202 1.294 0.6054
O 2.846 -0.703 0.183 -0.6838
C 4.180 -0.719 2.151 -0.0430
C 4.653 0.573 1.960 -0.1762
C 5.691 1.060 2.740 -0.2210
C 6.275 0.254 3.708 -0.2094
C 5.814 -1.044 3.892 -0.2306
C 4.766 -1.525 3.122 -0.1904
H 0.237 -3.326 -2.632 0.2359
H -1.840 -4.680 -2.820 0.2158
H -3.000 -5.503 -0.825 0.2138
H -2.177 -4.930 1.449 0.2255
H 0.109 -3.309 2.800 0.2675
H 4.187 1.197 1.208 0.2312
H 6.039 2.076 2.603 0.2091
H 7.084 0.633 4.320 0.2034
H 6.263 -1.677 4.647 0.2036
H 4.394 -2.530 3.269 0.2229
B -1.202 2.801 -3.219 0.1767
N 0.038 2.143 -3.895 -0.2894
C 0.398 2.239 -5.183 -0.0182
C 1.587 1.551 -5.361 -0.3758
C 1.881 1.055 -4.087 -0.0570
N 0.943 1.423 -3.216 -0.3696
N -2.063 1.653 -2.606 -0.2843
C -3.354 1.405 -2.848 -0.0123
C -3.727 0.264 -2.158 -0.3644
C -2.572 -0.121 -1.480 -0.0368
N -1.574 0.728 -1.750 -0.4226
H -0.844 3.559 -2.353 -0.0284
H -1.854 3.321 -4.090 -0.0605
H -0.211 2.783 -5.887 0.2140
H 2.149 1.429 -6.272 0.2167
H 2.723 0.461 -3.760 0.2051
H -3.917 2.031 -3.521 0.2136
H -4.694 -0.209 -2.133 0.2179
H -2.411 -0.961 -0.824 0.2397
O -2.620 -1.446 1.821 -1.0201
S -1.558 -0.464 2.001 2.4131
O -0.914 -0.529 3.287 -0.9634
O -0.602 -0.534 0.853 -1.1201
C -2.398 1.121 1.854 -0.2440
C -3.782 1.044 1.716 -0.2078
C -4.542 2.186 1.549 -0.2139
C -3.931 3.430 1.536 -0.2117
C -2.560 3.519 1.678 -0.1777
C -1.781 2.372 1.832 -0.3354
S -0.024 2.734 1.752 2.4057
O 0.164 3.897 2.580 -0.9695
O 0.778 1.580 2.090 -0.9796
O 0.122 3.033 0.288 -1.0747
H -4.231 0.062 1.736 0.2492
H -5.613 2.103 1.407 0.2052
H -4.517 4.331 1.406 0.2069
H -2.051 4.474 1.666 0.2408

Record 7
20
Properties=species:S:1:pos:R:3:nbo_charge:R:1 method="wB97M-V/def2-TZVPD" multiplicity=1 e_homo_ev=-13.92 total_charge=+1 orbital_gap_ev=9.722 de_lowest_kcal_mol=31.5
O 0.042 -0.463 -2.039 -0.5546
C -0.917 0.275 -2.108 0.4537
C -1.581 0.779 -0.874 -0.5447
C -0.647 1.322 0.227 -0.4253
C 0.831 1.062 0.090 -0.2388
C 2.321 -0.778 0.610 0.1230
N 1.174 -0.373 0.311 -0.3676
H -1.295 0.573 -3.092 0.1536
H -2.305 1.560 -1.096 0.2488
H -2.240 0.027 -0.451 0.2558
H -0.753 2.406 0.293 0.2513
H -1.029 1.044 1.203 0.2334
H 1.229 1.295 -0.893 0.2409
H 1.398 1.682 0.763 0.2342
H 2.553 -1.819 0.823 0.2293
H 3.143 -0.116 0.791 0.2145
H 0.389 -0.985 0.088 0.4822
H -0.380 -3.183 1.895 0.4979
H -1.414 -2.038 1.862 0.4894
O -0.519 -2.270 1.598 -0.9770

Record 8
127
Properties=species:S:1:pos:R:3:mulliken_charge:R:1 method="wB97M-V/def2-TZVPD" multiplicity=1 e_homo_ev=-10.36 orbital_gap_ev=10.201 de_lowest_kcal_mol=152.3
C 13.847 -21.066 22.110 -1.1177
C 13.450 -20.903 23.674 -0.2211
O 14.569 -20.488 24.410 -0.3043
C 15.091 -19.319 24.394 0.4611
O 14.620 -18.423 23.652 -0.5696
C 16.557 -19.151 24.947 0.8719
F 16.937 -17.935 24.844 -0.2050
F 16.580 -19.509 26.274 -0.2698
F 17.449 -19.989 24.377 -0.2418
H 14.823 -21.550 22.116 0.3238
H 13.913 -20.077 21.655 0.2935
H 13.142 -21.700 21.573 0.3868
H 13.231 -21.961 23.819 0.2976
H 12.615 -20.208 23.765 0.2946
C 6.777 -17.681 29.679 -1.1082
C 7.955 -18.609 29.779 -0.2108
O 8.033 -19.297 31.027 -0.2463
C 9.057 -20.174 31.270 0.3246
O 9.997 -20.401 30.484 -0.5354
C 8.853 -21.073 32.539 0.9103
F 8.148 -22.096 32.174 -0.2171
F 10.048 -21.434 32.947 -0.2369
F 8.320 -20.362 33.546 -0.2454
H 6.718 -17.215 28.696 0.3542
H 7.085 -16.895 30.369 0.2881
H 5.827 -18.111 29.995 0.3077
H 8.906 -18.078 29.731 0.2950
H 7.967 -19.317 28.950 0.3201
C 10.971 -9.719 31.610 -0.6017
O 11.113 -11.178 31.879 -0.2862
P 12.457 -11.915 31.422 0.9686
O 13.584 -11.002 31.261 -0.6938
O 12.596 -13.114 32.531 -0.2957
C 11.551 -13.837 33.094 -0.5769
O 11.903 -12.710 30.114 -0.2742
C 12.009 -12.141 28.801 -0.6782
H 9.937 -9.445 31.820 0.2647
H 11.120 -9.639 30.533 0.2409
H 11.695 -8.996 31.988 0.2958
H 11.154 -13.252 33.924 0.2602
H 11.823 -14.761 33.604 0.2731
H 10.689 -13.915 32.432 0.2686
H 12.203 -11.074 28.690 0.2976
H 11.031 -12.405 28.398 0.2731
H 12.740 -12.651 28.174 0.2643
C 20.058 -13.939 34.612 -0.5470
O 19.980 -15.340 34.702 -0.2772
P 19.375 -16.176 35.961 0.9761
O 20.235 -16.332 37.207 -0.6745
O 17.894 -15.507 36.162 -0.2473
C 17.708 -14.386 37.064 -0.7219
O 19.054 -17.663 35.243 -0.3628
C 17.971 -17.844 34.300 -0.5552
H 21.122 -13.798 34.422 0.2480
H 19.712 -13.502 35.548 0.2570
H 19.364 -13.649 33.823 0.2252
H 16.688 -14.406 37.447 0.2306
H 17.922 -13.466 36.520 0.2883
H 18.461 -14.415 37.851 0.3697
H 17.606 -16.953 33.790 0.2829
H 17.223 -18.302 34.947 0.2560
H 18.245 -18.604 33.568 0.2520
C 16.329 -19.226 15.321 -0.6380
O 15.465 -18.996 14.260 -0.2903
P 14.088 -19.823 13.981 1.0345
O 13.495 -19.654 12.653 -0.6638
O 14.457 -21.325 14.503 -0.3047
C 15.398 -21.988 13.744 -0.7657
O 13.142 -19.275 15.123 -0.2907
C 12.977 -17.927 15.355 -0.7207
H 16.996 -18.372 15.203 0.2650
H 16.983 -20.091 15.210 0.2782
H 15.799 -19.201 16.274 0.2976
H 15.912 -22.702 14.389 0.2599
H 16.121 -21.405 13.174 0.3590
H 14.869 -22.624 13.035 0.2870
H 13.766 -17.416 15.907 0.2683
H 12.166 -17.718 16.053 0.2843
H 12.763 -17.327 14.470 0.3400
C 13.032 -10.971 20.147 -0.6827
O 14.131 -10.000 20.172 -0.3463
P 15.551 -10.516 19.468 1.0755
O 15.317 -10.821 18.001 -0.6654
O 16.113 -11.862 20.287 -0.2894
C 17.425 -12.336 20.093 -0.5677
O 16.672 -9.264 19.698 -0.3451
C 17.643 -8.862 18.703 -0.6216
H 12.438 -10.770 19.256 0.2784
H 12.289 -10.945 20.944 0.2970
H 13.277 -12.031 20.213 0.2894
H 17.413 -13.295 19.576 0.2495
H 17.769 -12.589 21.096 0.2500
H 18.142 -11.637 19.663 0.2393
H 17.613 -9.545 17.855 0.3332
H 18.663 -8.925 19.083 0.2531
H 17.326 -7.831 18.546 0.2529
C 16.916 -27.823 24.106 -0.6432
O 16.590 -26.945 25.154 -0.3172
P 16.824 -27.536 26.689 0.9523
O 16.365 -28.972 26.929 -0.6604
O 16.245 -26.426 27.774 -0.3214
C 16.378 -26.611 29.175 -0.7106
O 18.350 -27.494 26.930 -0.2828
C 18.980 -28.324 27.924 -0.5554
H 17.508 -27.242 23.399 0.2596
H 16.012 -28.232 23.656 0.2596
H 17.511 -28.680 24.423 0.3173
H 15.596 -26.033 29.666 0.2611
H 17.296 -26.242 29.633 0.2960
H 16.176 -27.642 29.468 0.3645
H 19.967 -27.944 28.189 0.2589
H 19.247 -29.281 27.476 0.2408
H 18.383 -28.459 28.825 0.2807
C 8.363 -28.065 17.617 -0.6873
N 7.570 -29.296 17.794 0.8308
O 7.978 -30.209 18.508 -0.5092
O 6.443 -29.280 17.318 -0.5040
H 8.987 -27.986 18.507 0.2925
H 7.739 -27.207 17.365 0.2923
H 8.984 -28.418 16.793 0.2849
C 9.403 -28.279 27.727 -0.6478
N 9.068 -27.072 26.896 0.7638
O 9.273 -27.192 25.676 -0.4803
O 8.844 -26.010 27.524 -0.4815
H 9.244 -27.817 28.701 0.3266
H 10.479 -28.443 27.663 0.2669
H 8.785 -29.143 27.484 0.2526

Max |F| values (in eV Å⁻¹) by entry order: 5.400 3.707 6.752 3.353 0.124 0.698 1.567 6.049.